(1)
C19H32N4OS in the gas phase. Source: the Open Molecules 2025 dataset; level of theory: ωB97M-V/def2-TZVPD.

Its strongest force on any atom is 1.0 eV/Å. Its frontier orbital gap is 0.3006 hartree. The HOMO energy comes out at -7.5772 eV. The calculated total energy comes out at -1435.63160 Ha. The LUMO energy comes out at 0.60 eV. The energy above the lowest of the compared OMol25 structures with the same formula, charge and spin is 0.0 kcal per mole.

The geometry in ORCA input format:
```
! wB97M-V def2-TZVPD RIJCOSX def2/J DEFGRID3
* xyz 0 1
S 2.899 0.209 1.325
O -4.352 -1.078 -2.227
N 5.055 0.162 -0.306
N 3.355 -1.398 -0.654
N -3.203 0.162 -0.043
N -0.693 -0.951 0.874
C -0.763 0.421 0.409
C 6.693 1.023 -1.730
C -1.909 0.531 -0.595
C -4.612 2.724 -0.839
C 1.728 -1.038 0.949
C 5.833 -0.211 -1.470
C -5.417 0.944 0.649
C -5.808 1.796 -0.570
C 0.464 -1.193 1.721
C -3.739 2.593 0.406
C -3.089 -2.271 -0.495
C -1.933 -1.297 1.536
C 2.161 -1.754 -0.117
C -4.310 -2.221 -1.418
C -3.127 -1.166 0.571
C 5.563 1.343 0.354
C 6.912 1.580 -0.322
C 3.876 -0.399 -0.023
C -3.896 1.128 0.817
H 1.623 -2.575 -0.555
H -2.105 -0.651 2.420
H -4.298 -3.079 -2.097
H -6.009 1.167 -1.436
H -0.915 1.125 1.250
H -4.038 -1.310 1.163
H 6.451 -1.086 -1.238
H 7.689 1.008 0.186
H -1.700 -0.156 -1.419
H -2.177 -2.191 -1.083
H -3.078 -3.237 0.012
H 0.389 -2.222 2.091
H -4.156 3.203 1.211
H 7.624 0.781 -2.236
H 0.179 0.674 -0.083
H -2.711 2.912 0.253
H 5.650 1.175 1.432
H -4.920 3.755 -1.011
H -6.711 2.369 -0.360
H -3.600 0.998 1.870
H 7.193 2.630 -0.322
H -1.954 1.534 -1.013
H -5.693 -0.099 0.511
H 4.880 2.190 0.199
H -4.143 -0.327 -1.640
H 6.141 1.744 -2.334
H -1.870 -2.330 1.885
H -4.064 2.384 -1.718
H -5.919 1.308 1.547
H -5.226 -2.288 -0.806
H 0.482 -0.516 2.595
H 5.169 -0.471 -2.296
*
```

Atomic partial charges in e from the natural (NBO) method, atoms 1 to 6:
1. S 0.30
2. O -0.75
3. N -0.42
4. N -0.52
5. N -0.51
6. N -0.44

***

(2)
C19H33ClF3NO9S2 in the gas phase. Source: the Open Molecules 2025 dataset; level of theory: ωB97M-V/def2-TZVPD.

Its strongest force on any atom is 0.8 eV/Å. Its frontier orbital gap is 0.3413 hartree. The HOMO energy comes out at -9.3567 eV. The calculated total energy comes out at -3031.78093 Ha. The LUMO energy comes out at -0.07 eV.

The geometry in ORCA input format:
```
! wB97M-V def2-TZVPD RIJCOSX def2/J DEFGRID3
* xyz 0 1
Cl 0.091 -1.854 2.626
S 0.301 -2.578 -2.747
S -1.346 0.318 -3.559
F -4.265 -2.977 -1.737
F -3.437 -2.180 0.058
F -4.384 -0.881 -1.329
O -0.465 -5.319 -1.364
O 0.788 1.569 -0.750
O 1.180 0.242 -2.575
O 2.210 -0.515 2.168
O -0.814 1.188 -2.268
O -2.519 -0.439 -2.655
O -2.245 -2.650 -3.131
O -1.670 2.234 0.485
O -2.113 1.263 -4.314
N -2.800 1.999 2.927
C -0.813 -3.081 -0.357
C 1.988 2.217 -1.145
C 2.909 2.762 2.427
C -3.593 -1.941 -1.243
C -1.155 1.124 1.207
C -1.345 -0.066 0.261
C 1.255 -0.976 1.624
C -0.814 -1.904 -1.374
C 1.110 -0.946 0.122
C 0.272 0.583 -1.589
C -1.912 0.903 2.552
C -1.924 -5.164 0.506
C 4.787 3.153 0.821
C 2.413 3.243 -0.080
C -2.230 -1.707 -2.101
C -1.413 -4.450 -0.751
C -0.200 -0.594 -0.643
C 1.214 3.984 0.501
C 3.359 2.601 0.977
H -3.537 1.654 3.522
H 1.864 2.715 -2.105
H -1.282 -2.794 0.563
H 1.531 4.894 1.002
H 0.544 4.272 -0.308
H 1.979 2.238 2.636
H 3.429 1.527 0.799
H -2.860 -2.331 -3.802
H 1.827 -0.392 -2.259
H -1.728 -0.883 0.846
H -2.166 0.254 -0.374
H 5.347 3.010 1.743
H 4.768 4.225 0.632
H 1.474 -2.232 -2.205
H 2.801 1.493 -1.229
H 1.892 -0.243 -0.143
H 0.223 -3.297 -0.110
H 5.337 2.648 0.030
H 1.501 -1.912 -0.202
H -2.522 0.005 2.485
H -2.243 -4.382 -1.444
H -2.307 2.723 3.428
H -1.070 -5.487 1.097
H 3.002 3.980 -0.626
H -1.365 3.054 0.881
H 0.384 -4.879 -1.431
H -1.165 0.715 3.327
H -2.479 -6.049 0.204
H -2.587 -4.539 1.095
H -0.106 1.321 1.433
H 2.758 3.812 2.678
H 0.671 3.341 1.181
H 3.667 2.380 3.106
*
```

Atomic partial charges in e from the natural (NBO) method, atoms 1 to 6:
1. Cl -0.05
2. S 0.04
3. S 1.78
4. F -0.31
5. F -0.32
6. F -0.30

***

(3)
A molecular structure, C19H33CrN6O4. Source: the Open Molecules 2025 dataset; level of theory: ωB97M-V/def2-TZVPD.

Its strongest force on any atom is 0.5 eV/Å. Its frontier orbital gap (spin up / spin down) is 0.2146 / 0.2110 hartree. The HOMO energy (spin up / spin down) comes out at -3.2203 / -3.1912 eV. As for the expectation value of S²: 6.237. The calculated total energy comes out at -2417.74813 Ha. The LUMO energy (spin up / spin down) comes out at 2.62 / 2.55 eV.

The geometry in ORCA input format:
```
! wB97M-V def2-TZVPD RIJCOSX def2/J DEFGRID3
* xyz -1 5
Cr 0.478 0.171 0.048
O 1.107 -1.743 -0.165
O 0.508 -3.844 -0.660
O -3.572 -0.718 -0.341
O 3.649 3.340 -3.436
N -1.268 -0.814 -0.187
N -0.932 1.730 -0.466
N 1.805 1.758 0.104
N 0.076 0.060 2.530
N -0.422 -1.329 5.325
N 2.466 5.229 -3.117
C -1.220 -2.257 -0.244
C 0.233 -2.687 -0.390
C -0.878 1.013 3.109
C -0.512 1.577 4.437
C 1.631 2.766 1.146
C 2.616 3.579 -1.297
C 4.282 6.278 -4.446
C -0.084 -1.352 2.874
C -2.324 1.310 -0.200
C 2.034 2.360 -1.199
C 2.847 4.410 -0.175
C 0.419 -1.813 4.228
C 2.246 3.973 1.018
C 1.346 5.917 -2.491
C 2.957 4.022 -2.694
C 2.458 0.532 0.403
C -2.449 -0.208 -0.263
C 1.683 7.336 -2.061
C 2.880 5.687 -4.436
H -1.606 -2.706 0.679
H 0.807 7.814 -1.618
H 0.489 -2.907 4.190
H -1.853 0.522 3.144
H 1.841 1.730 -2.056
H 0.443 -1.922 2.105
H -3.048 1.758 -0.881
H 4.338 7.155 -3.797
H 1.104 2.455 2.034
H 4.997 5.536 -4.093
H 0.514 5.938 -3.205
H 2.151 6.433 -4.759
H -1.372 -1.664 5.214
H 0.487 1.966 4.598
H 1.435 -1.435 4.376
H -2.587 1.620 0.813
H -1.274 1.849 5.155
H 1.022 0.356 2.751
H -0.770 1.766 -1.469
H 1.030 5.336 -1.628
H 3.362 5.355 -0.256
H 2.198 4.638 1.876
H 2.833 4.847 -5.131
H 2.006 7.947 -2.908
H 2.483 7.328 -1.319
H -0.984 1.844 2.398
H 4.566 6.576 -5.458
H 2.872 0.474 1.406
H 3.127 0.182 -0.376
H -0.723 2.663 -0.117
H -0.088 -1.661 6.220
H -1.146 -1.599 2.772
H -1.820 -2.667 -1.057
*
```

Atomic partial charges in e from the natural (NBO) method, atoms 1 to 6:
1. Cr 1.09
2. O -0.78
3. O -0.68
4. O -0.71
5. O -0.64
6. N -0.69

***

(4)
A molecular structure, C19H33InN10O2S2Si2. Source: the Open Molecules 2025 dataset; level of theory: ωB97M-V/def2-TZVPD.

Its strongest force on any atom is 0.1 eV/Å. Its frontier orbital gap is 0.2687 hartree. The HOMO energy comes out at -6.9084 eV. The calculated total energy comes out at -3007.52077 Ha. The LUMO energy comes out at 0.40 eV. The energy above the lowest of the compared OMol25 structures with the same formula, charge and spin is 0.0 kcal per mole.

The geometry in ORCA input format:
```
! wB97M-V def2-TZVPD RIJCOSX def2/J DEFGRID3
* xyz 0 1
In -0.091 0.538 -0.610
S -4.698 -0.583 -0.651
S -0.654 -1.791 1.061
Si 2.198 -0.527 -0.699
Si 0.772 2.071 1.248
O 0.486 -1.286 -3.722
O 0.075 2.227 -2.252
N -0.788 -2.525 -2.247
N -2.833 0.276 2.286
N 0.844 1.465 -4.258
N -2.119 0.283 -1.298
N 1.017 3.693 -3.676
N -2.683 -3.469 -1.236
N -1.817 -0.297 3.041
N -0.075 -1.305 3.681
N -0.532 -0.640 4.784
N -2.783 -2.400 -3.323
C -1.870 -1.665 -4.165
C 2.433 0.950 3.260
C -0.825 -1.121 2.594
C 0.617 2.427 -3.347
C -4.176 -2.635 -3.622
C 3.381 0.458 -1.790
C 2.434 -2.350 -1.049
C 3.504 -1.087 1.758
C -2.092 -2.809 -2.247
C -0.571 -1.799 -3.372
C -3.203 -0.073 -1.034
C 3.315 0.058 3.855
C -0.127 2.847 2.723
C -2.484 0.833 5.186
C 2.064 0.846 1.914
C 2.626 -0.196 1.134
C 1.680 3.473 0.370
C -1.602 -0.034 4.372
C 3.849 -0.972 3.099
H -3.508 0.463 5.168
H -0.311 2.120 3.515
H 1.480 1.646 -5.015
H 3.931 -1.904 1.187
H 3.186 0.254 -2.845
H 0.478 3.650 3.152
H -1.083 3.280 2.424
H 0.683 0.485 -4.020
H 2.011 1.739 3.873
H 3.483 -2.643 -0.953
H 1.148 3.943 -4.639
H 4.537 -1.680 3.545
H -2.114 0.850 6.208
H 0.970 4.213 -0.007
H 2.253 3.101 -0.480
H -4.807 -1.807 -3.297
H -3.332 -0.453 1.780
H 3.282 1.532 -1.626
H -2.110 -3.537 -0.408
H 3.574 0.164 4.901
H -1.778 -2.098 -5.163
H -4.507 -3.551 -3.133
H 2.105 -2.561 -2.067
H 0.697 4.416 -3.054
H 4.417 0.180 -1.576
H 0.798 -1.807 3.707
H -2.490 1.845 4.780
H 1.831 -2.956 -0.372
H -3.643 -3.218 -1.050
H -2.397 0.873 1.584
H -2.145 -0.610 -4.245
H -4.284 -2.777 -4.698
H 2.370 3.970 1.057
*
```

Atomic partial charges in e from the natural (NBO) method, atoms 1 to 6:
1. In 0.81
2. S -0.27
3. S -0.24
4. Si 1.15
5. Si 1.06
6. O -0.67

***

(5)
6 unconnected molecules or ions with the total composition C19H33N2O13P in a non-equilibrium geometry. Source: the Open Molecules 2025 dataset; level of theory: ωB97M-V/def2-TZVPD.

Its strongest force on any atom is 1.1 eV/Å. Its frontier orbital gap is 0.3936 hartree. The HOMO energy comes out at -10.4907 eV. The calculated total energy comes out at -2172.89458 Ha. The LUMO energy comes out at 0.22 eV. The energy above the lowest of the compared OMol25 structures with the same formula, charge and spin is 0.0 kcal per mole.

The geometry in ORCA input format:
```
! wB97M-V def2-TZVPD RIJCOSX def2/J DEFGRID3
* xyz 0 1
P 2.812 0.715 -2.458
O -8.021 -3.796 -0.195
O -0.368 2.695 1.581
O 1.580 3.676 2.085
O 1.597 -0.049 -3.125
O 3.218 -0.073 -1.166
O -7.254 -2.312 1.278
O 0.674 3.993 0.086
O 1.034 0.426 4.154
O 2.546 2.025 4.639
O -9.247 -1.975 0.290
O 2.562 2.145 -2.283
O 4.068 0.393 -3.355
O 0.388 2.262 5.236
N -3.044 -1.879 2.383
N -0.856 -2.198 -0.453
C 2.544 4.481 1.411
C -0.807 1.566 4.893
C 0.547 3.395 1.282
C -2.181 0.354 1.355
C -6.716 -4.272 0.139
C 1.491 -1.478 -3.195
C 1.438 1.608 4.681
C -8.268 -2.624 0.442
C -2.665 -3.872 -1.304
C 2.358 -0.062 0.005
C 2.699 -2.179 -3.788
C 4.954 2.319 -4.572
C -6.277 -3.355 1.298
C 1.959 4.619 -0.017
C 3.127 0.511 1.171
C -1.639 -2.938 -0.845
C -0.293 0.167 4.600
C -2.668 -0.893 1.921
C 4.140 1.040 -4.637
H 4.587 2.957 -3.772
H -3.381 -4.035 -0.502
H -3.026 0.951 1.021
H 5.995 2.076 -4.349
H 0.611 -1.651 -3.821
H -1.500 0.152 0.530
H 4.622 0.319 -5.299
H 2.999 -1.650 -4.695
H 4.905 2.810 -5.543
H -3.170 -3.438 -2.166
H -6.098 -4.230 -0.758
H 3.560 -2.088 -3.126
H -2.208 -4.816 -1.591
H 3.544 1.503 0.985
H 2.444 0.659 2.011
H 2.091 -1.100 0.193
H -1.290 2.083 4.061
H 3.958 -0.129 1.466
H 2.634 5.417 1.957
H 3.147 1.253 -5.044
H -0.907 -0.341 3.861
H 2.523 4.047 -0.751
H -5.272 -2.985 1.132
H -6.801 -5.309 0.459
H 1.439 0.508 -0.148
H -0.286 -0.450 5.500
H -6.417 -3.879 2.239
H 1.846 5.655 -0.325
H -1.595 0.894 2.092
H 3.505 3.973 1.373
H -1.538 1.569 5.703
H 2.457 -3.220 -3.980
H 1.190 -1.945 -2.251
*
```

Atomic partial charges in e from the natural (NBO) method, atoms 1 to 6:
1. P 2.60
2. O -0.49
3. O -0.64
4. O -0.48
5. O -0.82
6. O -0.83

***

(6)
9 unconnected molecules or ions with the total composition C19H34Br16F5NO5S. Source: the Open Molecules 2025 dataset; level of theory: ωB97M-V/def2-TZVPD.

Its strongest force on any atom is 0.9 eV/Å. Its frontier orbital gap is 0.3560 hartree. The HOMO energy comes out at -9.8166 eV. The calculated total energy comes out at -43256.97204 Ha. The LUMO energy comes out at -0.13 eV.

The geometry in ORCA input format:
```
! wB97M-V def2-TZVPD RIJCOSX def2/J DEFGRID3
* xyz 0 1
Br -1.650 4.830 -0.062
Br -4.050 1.106 0.644
Br -0.683 3.672 3.603
Br -0.532 -4.934 -2.285
Br -8.145 4.972 7.728
Br -5.683 6.838 4.400
Br 1.114 4.185 -2.375
Br 4.541 -5.755 -2.104
Br -7.157 1.868 6.118
Br 2.205 2.150 2.000
Br 7.783 -5.440 -3.762
Br 0.464 -8.194 -3.679
Br -4.293 3.529 3.553
Br -0.650 1.077 -0.771
Br 3.643 -2.248 -0.583
Br 0.937 -3.121 1.808
S 4.164 0.109 -5.322
F 3.340 -1.867 -6.834
F 2.657 -2.440 -4.051
F 3.551 -3.938 -5.301
F 5.408 -1.942 -6.153
F 4.766 -2.906 -3.848
O 0.565 -0.110 -6.372
O 1.224 0.854 -5.528
O 5.402 0.336 -4.654
O 3.816 0.788 -6.521
O 0.830 -0.300 -3.642
N 3.016 0.259 -4.104
C 0.915 -1.952 0.251
C 7.387 -5.645 -1.872
C -0.239 -6.630 -1.377
C -8.564 2.161 7.429
C -2.435 0.271 1.336
C 3.770 -2.774 -4.702
C 1.606 0.210 -4.384
C -1.456 5.357 -1.925
C 6.234 -6.585 -1.636
C 2.079 3.874 2.892
C -9.264 3.475 7.202
C -4.075 4.584 5.170
C 1.189 3.810 4.106
C -5.341 5.305 5.546
C 0.913 -7.398 -1.965
C 1.737 -2.477 -0.889
C 4.141 -1.717 -5.782
C -1.215 1.115 1.087
C -0.788 4.293 -2.758
H 1.182 -8.225 -1.311
H -1.381 2.159 1.326
H -2.594 0.157 2.406
H 1.708 4.573 2.149
H -0.126 -1.882 -0.053
H 1.282 4.718 4.697
H 8.292 -6.038 -1.416
H -5.263 5.701 6.556
H -0.872 4.526 -3.817
H -2.368 -0.707 0.869
H 7.184 -4.650 -1.488
H 1.566 -3.532 -1.069
H -3.806 3.873 5.949
H -0.033 -6.374 -0.339
H -10.168 3.543 7.803
H -6.211 4.663 5.476
H 1.406 2.945 4.725
H -3.246 5.261 4.990
H 1.268 -0.979 0.579
H -1.175 -7.176 -1.442
H -0.155 -0.427 -5.793
H -0.893 6.285 -1.924
H 3.094 4.142 3.176
H 3.255 1.142 -3.642
H 1.515 -1.908 -1.790
H 6.312 -7.492 -2.227
H -9.508 3.627 6.155
H -2.464 5.539 -2.290
H -1.196 3.306 -2.560
H -9.261 1.334 7.316
H 6.162 -6.839 -0.581
H 1.785 -6.774 -2.133
H -8.093 2.114 8.406
H -0.372 0.743 1.665
*
```

Atomic partial charges in e from the Mulliken method, atoms 1 to 6:
1. Br -0.06
2. Br -0.18
3. Br -0.06
4. Br -0.13
5. Br -0.12
6. Br -0.14

***

(7)
A molecular structure, C19H34F2N3O11S2Ti in a non-equilibrium geometry. Source: the Open Molecules 2025 dataset; level of theory: ωB97M-V/def2-TZVPD.

Its strongest force on any atom is 9.0 eV/Å. Its frontier orbital gap (spin up / spin down) is 0.1657 / 0.3052 hartree. The HOMO energy (spin up / spin down) comes out at -4.8747 / -8.6750 eV. As for the expectation value of S²: 3.758. The calculated total energy comes out at -3581.71584 Ha. The LUMO energy (spin up / spin down) comes out at -0.37 / -0.37 eV.

The geometry in ORCA input format:
```
! wB97M-V def2-TZVPD RIJCOSX def2/J DEFGRID3
* xyz 0 4
Ti -0.138 0.535 0.693
S 1.593 1.673 3.370
S 1.754 3.327 1.924
F 1.538 3.699 0.351
F 1.016 0.179 3.424
O 3.194 3.670 2.051
O 0.067 -0.350 -1.275
O 0.731 4.251 2.451
O 5.190 0.474 -3.212
O 2.973 1.445 3.793
O 0.697 2.298 4.347
O 5.068 -0.604 -1.166
O -1.392 2.261 -1.406
O -0.336 3.100 -3.219
O -1.598 -1.334 -2.457
O 3.671 0.995 -1.597
N -2.205 0.769 1.958
N -0.634 -1.790 1.556
N 1.344 1.877 1.717
C -2.794 1.147 4.472
C -0.383 -4.605 -1.180
C -0.383 -4.332 1.390
C -1.401 2.754 -2.516
C 0.949 2.756 -2.803
C -2.759 -0.005 5.433
C 0.318 -4.851 0.194
C -1.430 -0.793 5.321
C -3.854 -1.423 -2.235
C -2.717 3.141 -3.097
C -2.614 -0.949 -1.498
C -2.481 0.901 3.072
C 4.303 -0.492 0.031
C 3.601 0.747 -0.200
C 0.581 -1.259 -3.462
C -0.351 -0.956 -2.266
C 1.943 3.071 -3.960
C -0.481 -2.908 1.475
C 4.722 0.288 -2.085
H 1.332 -4.465 0.299
H -4.074 -2.490 -2.248
H -3.601 -0.678 5.268
H -0.687 -0.068 5.655
H 4.967 -0.618 0.887
H -0.502 -3.541 -1.384
H 1.891 4.111 -4.281
H 0.471 -0.529 -4.264
H -3.107 2.227 -3.544
H 2.984 2.871 -3.707
H -1.382 -5.035 -1.245
H -3.834 1.436 4.319
H -3.826 -1.055 -3.261
H -2.463 -1.558 -0.606
H 1.174 3.450 -1.994
H 0.342 -2.243 -3.864
H 0.234 -4.655 2.228
H -2.149 1.910 4.908
H -1.162 -1.021 4.290
H -2.822 0.295 6.479
H 2.546 0.631 0.046
H 1.542 2.444 -4.756
H -3.428 3.524 -2.365
H 3.634 -1.352 -0.008
H -1.433 -4.627 1.407
H -2.590 0.091 -1.175
H -4.735 -0.942 -1.810
H -1.299 -1.622 6.016
H 1.026 1.744 -2.405
H 3.980 1.555 0.425
H 1.603 -1.251 -3.085
H 0.462 -5.930 0.232
H -2.611 3.835 -3.931
H 0.214 -5.147 -1.914
*
```

Atomic partial charges in e from the Mulliken method, atoms 1 to 6:
1. Ti 1.07
2. S 0.78
3. S 0.70
4. F -0.30
5. F -0.30
6. O -0.66